{
  "formula": "N4O12Pt",
  "method": "wB97M-V/def2-TZVPD",
  "species": ["Pt", "O", "O", "O", "O", "O", "O", "O", "O", "O", "O", "O", "O", "N", "N", "N", "N"],
  "xyz": [[-1.2851, -3.7877, -3.6846], [-3.0553, -4.4833, -4.5864], [-4.0472, -0.5035, -3.5021], [-2.3996, -1.8424, -3.2728], [2.5096, -4.5626, -1.8377], [-0.8098, -2.2438, -7.3238], [0.2915, -3.3682, -5.7537], [2.2926, -2.5261, -2.3086], [-3.9224, -6.2228, -5.1056], [0.8998, -3.9108, -2.9916], [-5.0754, -4.5665, -5.2761], [1.3354, -2.2438, -7.2611], [-2.8622, -1.4753, -5.0384], [0.2558, -2.6709, -6.8397], [-3.0946, -1.1655, -3.9647], [1.8165, -3.6543, -2.4185], [-3.9927, -5.0764, -5.0376]],
  "forces_ev_per_a": [[0.96, 1.49, -1.61], [3.78, 4.58, 1.69], [0.99, 0.57, -0.24], [4.81, -3.63, 9.90], [-0.88, -0.67, -0.34], [0.56, -1.40, 0.48], [-0.63, -0.60, 0.14], [-0.62, 1.88, -0.43], [1.25, -8.35, -1.09], [-11.87, -3.08, -6.82], [-1.01, 2.69, -0.58], [0.25, -0.90, -0.24], [-0.88, 1.53, -10.48], [-0.77, 2.54, 0.61], [-4.25, 0.42, 1.09], [12.31, 1.78, 7.62], [-4.00, 1.16, 0.31]],
  "gap_ev": [7.9, 5.9],
  "spin_multiplicity": 3,
  "charge": -2,
  "largest_force_ev_per_a": 14.59,
  "e_lumo_ha": [0.171, 0.099],
  "s2": 2.009,
  "homo_energy_ev": [-3.213, -3.186]
}



{
  "formula": "C12H19FNO16PS3",
  "method": "wB97M-V/def2-TZVPD",
  "species": ["S", "S", "S", "P", "F", "O", "O", "O", "O", "O", "O", "O", "O", "O", "O", "O", "O", "O", "O", "O", "O", "N", "C", "C", "C", "C", "C", "C", "C", "C", "C", "C", "C", "C", "H", "H", "H", "H", "H", "H", "H", "H", "H", "H", "H", "H", "H", "H", "H", "H", "H", "H", "H"],
  "xyz": [[-0.7034, 0.9578, 2.3935], [2.7562, 0.8277, 0.2532], [2.5298, 0.4418, 3.5768], [0.3217, -0.8153, -0.3815], [2.7083, -0.5990, 4.7257], [-0.3877, -0.5017, -4.1372], [-3.0042, 7.9664, 4.3568], [1.9017, 1.5627, 4.1149], [1.7871, -0.0156, -3.8528], [0.1233, -0.3089, 2.9585], [0.1557, -4.0745, -2.6535], [-1.8876, -4.0519, -1.7139], [1.4845, -1.1496, -1.4756], [-0.7268, 2.0970, 3.2150], [0.3367, 1.3043, 1.2220], [3.7921, 0.6616, 2.9965], [-1.3463, -5.6156, -3.2436], [0.4888, 1.2634, -5.1778], [-1.6925, 6.7916, 5.7632], [-2.4678, 5.8254, 3.9047], [-1.9820, 0.5892, 1.9645], [1.9259, -1.7566, 2.2923], [-1.3782, 5.3994, 5.8783], [0.8657, -5.0334, -3.4439], [-1.4983, 0.2187, -4.6894], [-2.4440, 6.9598, 4.6449], [1.2259, 0.1967, 0.9947], [1.4051, -0.4435, 2.3562], [-1.1037, -4.5363, -2.4654], [0.7307, 0.2306, -4.3490], [-0.2569, -5.7497, -4.1637], [-0.8245, 1.0907, -5.7278], [-0.1625, -2.4579, 0.2593], [-1.5004, 4.9180, 4.4504], [0.6447, -3.1812, 0.1382], [-0.0411, -6.7972, -4.3548], [1.4257, -5.6928, -2.7790], [-0.3969, -2.4330, 1.3199], [-1.8451, 3.8925, 4.3756], [-0.9858, -2.8333, -0.3446], [1.0897, -1.0429, -2.3572], [-0.3817, 5.2609, 6.2891], [-0.5287, -5.2654, -5.1031], [2.8082, -1.8564, 2.7802], [2.1306, -1.9854, 1.3237], [-1.9718, 0.7971, -3.8956], [1.5594, -4.5392, -4.1185], [-2.2291, -0.4639, -5.1136], [2.2741, 1.3518, -0.8847], [-0.5682, 5.0185, 3.8935], [-0.7368, 0.5982, -6.6973], [-2.1047, 4.9281, 6.5429], [-1.3151, 2.0505, -5.8610]],
  "forces_ev_per_a": [[0.40, 1.73, -0.27], [0.58, 0.29, 0.70], [0.41, 1.30, -0.97], [-1.38, 0.28, -0.62], [-0.25, -0.57, -0.06], [0.06, 0.06, -0.08], [-0.01, 0.03, 0.01], [-1.53, 1.04, 1.11], [-0.17, 0.03, -0.24], [-0.75, -0.23, 0.12], [-0.07, -0.10, -0.08], [-0.15, -0.17, -0.23], [-0.12, -0.66, 0.61], [0.88, 0.52, 1.32], [-0.41, -0.43, 0.63], [1.32, -1.04, -0.57], [0.14, 0.09, 0.00], [-0.07, -0.14, 0.04], [-0.04, -0.10, -0.10], [0.09, 0.08, 0.20], [-0.87, -1.90, -1.12], [0.08, -0.07, -0.45], [0.08, -0.12, 0.10], [0.19, -0.06, -0.09], [-0.27, 0.07, 0.00], [-0.03, 0.02, -0.06], [0.51, 0.42, -1.58], [1.22, -0.40, 0.82], [-0.07, 0.03, 0.05], [0.08, 0.18, -0.15], [0.08, -0.10, -0.15], [-0.17, 0.05, -0.13], [0.81, -0.10, 0.33], [0.06, -0.20, 0.00], [0.19, -0.01, -0.02], [-0.15, -0.05, 0.13], [-0.05, -0.02, 0.02], [-0.34, 0.06, 0.03], [-0.14, 0.06, -0.14], [-0.09, 0.32, 0.20], [0.56, 0.15, 0.07], [0.03, 0.20, 0.01], [0.00, 0.05, 0.03], [-0.21, -0.10, 0.26], [-0.25, -0.20, 0.05], [0.07, 0.01, 0.03], [-0.06, 0.19, 0.08], [0.13, -0.17, 0.06], [-0.45, -0.40, 0.06], [0.00, 0.02, 0.00], [0.04, -0.04, 0.03], [-0.04, 0.02, -0.03], [0.17, 0.10, 0.08]],
  "gap_ev": 8.9,
  "largest_force_ev_per_a": 2.37,
  "smiles": "CP(O)[C@@]1(S)OS(=O)(=O)O[C@]1(N)S(=O)(=O)F.O=C1OCCO1.O=C1OCCO1.O=C1OCCO1",
  "e_lumo_ha": 0.002,
  "homo_energy_ev": -8.812
}



{
  "formula": "C53H66BF8NO33S2",
  "method": "wB97M-V/def2-TZVPD",
  "species": ["S", "S", "F", "F", "F", "F", "F", "F", "F", "F", "O", "O", "O", "O", "O", "O", "O", "O", "O", "O", "O", "O", "O", "O", "O", "O", "O", "O", "O", "O", "O", "O", "O", "O", "O", "O", "O", "O", "O", "O", "O", "O", "O", "N", "C", "C", "C", "C", "C", "C", "C", "C", "C", "C", "C", "C", "C", "C", "C", "C", "C", "C", "C", "C", "C", "C", "C", "C", "C", "C", "C", "C", "C", "C", "C", "C", "C", "C", "C", "C", "C", "C", "C", "C", "C", "C", "C", "C", "C", "C", "C", "C", "C", "C", "C", "C", "C", "B", "H", "H", "H", "H", "H", "H", "H", "H", "H", "H", "H", "H", "H", "H", "H", "H", "H", "H", "H", "H", "H", "H", "H", "H", "H", "H", "H", "H", "H", "H", "H", "H", "H", "H", "H", "H", "H", "H", "H", "H", "H", "H", "H", "H", "H", "H", "H", "H", "H", "H", "H", "H", "H", "H", "H", "H", "H", "H", "H", "H", "H", "H", "H", "H", "H", "H"],
  "xyz": [[4.4495, -1.6002, -0.2362], [4.7423, -4.5133, -0.7622], [-6.4624, 4.7412, -0.9282], [-7.7902, -0.4341, -3.6655], [-5.3577, 2.0884, -6.3300], [4.2198, 9.2006, -4.1576], [7.9175, 3.5900, -3.9776], [-4.0586, -0.7322, 5.4250], [-0.4684, -6.9500, 9.6335], [4.6545, -1.7195, 8.8463], [1.6843, 0.8703, 1.5127], [-2.9343, -2.3991, 6.4375], [-7.5376, -1.1832, -7.0061], [-0.6123, -6.1470, 11.7315], [-1.0902, -1.2123, -2.3781], [5.1881, 0.3836, -5.3464], [-0.3837, 1.5660, -2.5726], [6.1422, 5.5141, -2.6344], [5.1527, 7.5099, -3.0004], [-1.8971, -0.1763, 0.4408], [1.2553, -2.2042, 6.0513], [-1.4481, -4.1027, 11.2836], [1.3706, -2.5435, 8.2779], [-4.7003, 2.9075, -8.3238], [-3.8198, 3.6106, -4.3009], [-6.2166, -0.9071, -5.2063], [-0.6202, -2.5508, -0.3375], [-4.8081, 4.3259, -2.3968], [-0.3163, 1.6517, 2.0458], [5.2643, 1.4925, -3.3849], [-1.9684, -3.3359, 4.6325], [-5.3375, -1.6531, -7.1501], [-2.5088, 2.3916, -8.2353], [-1.7927, -4.3373, 6.6414], [-0.8164, -4.6213, 13.3845], [-6.0406, 4.0004, -4.2520], [3.1455, -1.6966, 7.1769], [6.6439, 2.0854, -5.0656], [-3.2689, -2.5820, -3.4682], [-3.2953, 3.6518, -9.9295], [-0.6103, 4.5067, -2.2118], [6.1823, 6.4370, -4.6907], [-3.2253, -1.0325, -5.3953], [4.4637, -3.6930, 1.7553], [5.7026, -1.7510, 4.9055], [-6.9449, 4.3097, -3.1939], [-0.6421, 5.3421, -1.0584], [5.5412, 7.5826, -5.2480], [-0.9449, -4.9255, 12.2435], [-2.8843, -1.4098, 5.4273], [-4.5577, 1.8434, -7.4031], [-1.3105, -4.7859, 10.0380], [-6.0479, 4.9781, -2.1952], [5.8514, 6.4013, -3.3719], [6.9610, -1.1471, 4.4579], [-1.5248, 2.2837, -2.9749], [1.8645, -2.1553, 7.0687], [-0.1301, -3.8799, -0.1420], [-2.1947, -3.4459, 5.9674], [0.5482, 1.6706, -0.4215], [0.1076, -0.6150, -1.7806], [6.5426, -2.2527, 2.1938], [-8.3843, -0.8433, -5.9112], [5.2633, -2.8640, 2.6219], [2.7363, -0.2999, -1.9730], [0.7876, -3.1726, 2.9753], [-4.7970, 3.9446, -3.7068], [1.3491, -0.6010, -2.7233], [6.1526, 2.4878, -2.8736], [7.3451, -1.4193, 3.0643], [-6.2762, -1.2850, -6.5126], [6.6466, 3.1466, -4.1263], [-3.3024, 0.9947, 2.1889], [-1.7864, 3.6848, -2.2681], [4.8880, -2.5954, 4.0260], [0.4645, -1.6266, -0.6043], [-1.2474, -6.2212, 10.4685], [1.3562, -5.6276, 2.9629], [2.1260, -2.8131, 2.4779], [5.6561, 1.2370, -4.6643], [-7.4208, -0.2102, -4.9517], [-2.7203, -2.2159, 4.1724], [-1.8333, 0.7640, -0.6369], [3.6936, -1.5778, -1.9496], [4.5366, -3.3040, 0.3561], [-0.4304, 0.8220, -1.3286], [-3.4799, 3.0447, -8.9253], [-1.0970, -1.2169, -3.8080], [0.3885, -4.5610, 3.2253], [0.6482, 1.3543, 1.0910], [2.4449, -2.4579, 9.2112], [-3.1706, -0.1469, 1.0556], [2.6732, -5.2645, 2.4623], [3.0973, -3.8745, 2.2224], [3.3563, -1.4620, 8.5557], [-3.1071, 1.9106, -7.0308], [5.3411, 8.4512, -4.0411], [-2.6131, -1.6091, -4.2542], [2.5872, -0.0462, -0.8852], [-2.7054, 0.9372, -6.7523], [1.4863, -1.6518, -3.1168], [-2.2222, -6.7034, 10.5760], [1.2816, -2.3006, -1.0067], [-2.4845, 1.6980, -3.0898], [-0.6222, -4.8457, 3.6057], [-4.8572, 0.9052, -7.8766], [-4.0262, 0.0555, 0.3470], [-2.6700, 0.7475, 3.0815], [0.2738, 5.9844, -0.9557], [0.1881, 1.8684, 2.8555], [-9.1740, -0.1607, -6.2225], [0.0126, -2.4048, 3.2185], [2.4161, -1.7522, 2.3086], [6.1910, 9.0955, -3.8029], [3.2443, 0.6021, -2.4533], [1.1350, -6.7124, 3.1274], [-7.7452, 4.9626, -3.5395], [-2.1862, -1.6689, 3.3955], [-0.8748, -0.2402, -4.3085], [-3.6843, -1.7676, -5.8669], [5.6300, 3.1804, -2.2177], [2.0925, -2.1235, 10.1863], [1.5889, 1.7704, -0.8174], [-0.7252, 4.7559, -0.0963], [-4.3666, 1.1289, 2.5062], [-7.2648, 0.8595, -5.1086], [-2.3456, 3.6034, -1.3013], [6.1675, 8.0546, -6.0038], [-0.3951, -4.4556, 9.5414], [4.5501, -1.4085, -2.6455], [0.8985, -3.9430, 0.2926], [-2.0076, 1.7822, -0.1719], [1.3070, 0.0554, -3.6200], [6.8965, -2.4212, 1.1513], [-2.6796, 0.4802, -1.3286], [-7.3848, 3.3860, -2.8102], [3.1406, -2.5315, -2.1299], [6.9526, 2.0043, -2.3080], [-2.9108, 2.6160, -6.2218], [7.5945, -0.5286, 5.1369], [-1.3157, 2.6019, -4.0444], [8.2916, -0.9622, 2.7019], [-2.0616, -0.7195, 5.6301], [-0.2322, -4.5050, -1.0814], [-5.9255, 6.0532, -2.3472], [-1.5594, 5.9977, -1.1063], [0.1390, 2.7270, -0.4788], [-0.8195, -4.3676, 0.6074], [5.3988, -1.5373, 5.9610], [-2.9370, 1.9838, 1.7891], [2.9089, -3.4407, 9.3225], [3.3968, -6.1015, 2.2864], [4.5979, 7.2827, -5.7099], [-2.1562, -4.5830, 9.3829], [-3.6739, -2.5614, 3.7655], [-3.4282, -2.2150, -2.5777], [3.1272, -0.4192, 8.7894], [-8.8414, -1.7506, -5.5096], [0.8750, -1.1793, 0.3320], [-2.4966, 4.2242, -2.9913], [3.9490, -2.9940, 4.4840], [-3.4136, -1.1282, 1.5555], [6.0142, 3.9568, -4.4874], [-0.4519, -2.0445, -4.2391]],
  "forces_ev_per_a": [[-0.46, -0.46, 0.94], [-0.43, 0.81, 0.89], [0.08, 0.11, 0.06], [0.06, 0.12, 0.09], [-0.30, -0.15, -0.03], [0.05, 0.10, 0.09], [0.02, 0.05, -0.18], [0.01, 0.13, 0.09], [-0.06, -0.15, 0.04], [0.05, 0.15, -0.02], [-0.59, 0.45, -0.43], [0.56, -0.04, -0.37], [0.50, 0.08, 0.28], [-0.55, 0.39, -0.04], [1.55, 0.79, -1.05], [0.13, 0.17, 0.24], [-1.23, -0.35, 0.66], [-0.23, 0.35, -0.18], [0.62, -0.16, -0.34], [-0.18, 0.08, -0.35], [0.08, 0.06, 0.25], [0.18, -0.50, 0.27], [0.33, 0.27, -0.33], [0.37, -0.43, -0.13], [-0.92, 0.08, -0.04], [-0.31, 0.24, -0.62], [1.26, 0.33, 0.46], [-0.29, 0.23, -0.58], [0.31, 0.91, -1.43], [0.34, 0.10, -0.54], [-0.37, 0.27, 0.57], [-0.39, 0.01, 0.19], [-0.64, 0.19, -0.23], [-0.22, 0.13, -0.07], [0.05, -0.07, -0.32], [0.43, 0.10, 0.40], [-0.61, 0.12, 0.38], [-0.60, 0.00, 0.30], [-0.35, 1.31, -0.59], [-0.11, -0.09, 0.30], [0.10, -0.53, 1.19], [-0.15, 0.14, 0.52], [1.21, -2.01, 0.84], [0.06, 2.54, 0.25], [1.28, -0.03, -1.62], [-0.71, 0.04, -0.36], [-0.51, 0.44, 0.62], [0.19, 0.03, -0.80], [0.14, 0.40, 0.74], [-0.57, 0.19, 0.14], [-0.18, 0.24, 0.24], [-0.37, 0.49, -0.60], [-0.09, -0.18, 0.64], [0.12, -0.53, 0.44], [-1.74, -1.73, -1.88], [-0.29, 1.94, -1.49], [-0.48, -0.28, -0.65], [-1.00, -1.03, 0.36], [0.34, -0.65, 0.28], [-1.23, 1.33, 0.67], [-0.95, -0.50, 0.98], [-0.78, 0.01, 1.05], [-0.75, 0.06, -0.28], [1.81, 1.94, 2.51], [-0.04, 0.02, 0.40], [0.87, -1.57, -0.03], [0.40, -0.44, -0.71], [1.29, -0.39, -0.04], [-0.30, 0.16, 0.84], [-1.36, -0.46, 1.40], [0.42, -0.36, -0.37], [0.64, 0.07, 0.01], [0.45, -0.17, -0.65], [-1.23, 0.23, -1.44], [1.19, 0.85, -0.19], [0.35, -1.35, -0.59], [0.49, -0.30, -0.26], [0.63, 2.31, -0.49], [-0.55, -1.88, 0.32], [-0.27, -0.73, -0.38], [0.01, -0.18, 0.57], [0.19, 0.08, -0.74], [-0.71, 0.44, 0.27], [0.19, 0.75, 0.04], [0.21, -1.39, -1.92], [1.43, -0.30, 0.16], [0.46, 0.46, -0.60], [-1.56, -0.14, -1.13], [2.26, -0.02, -0.82], [1.74, -1.03, 0.95], [-0.31, -0.23, 0.71], [-1.26, 0.98, 1.58], [-0.67, 0.84, 0.35], [-3.02, -1.75, 0.84], [0.62, -0.19, -0.05], [0.72, -0.51, 0.51], [-0.60, 0.28, 0.08], [0.07, -0.01, 0.23], [-0.12, -0.08, -1.13], [0.04, 0.04, -0.19], [-0.52, 1.05, 0.34], [0.10, -0.12, -0.07], [-0.57, 1.01, 0.36], [0.99, 0.43, 0.62], [1.15, 0.58, -0.42], [-0.11, 0.02, 0.12], [1.01, -0.30, 0.18], [-0.58, 0.21, -0.79], [-0.81, -0.72, -0.57], [-0.18, -0.54, -0.42], [0.15, -0.04, -0.21], [1.12, -0.52, -0.42], [-0.36, -0.88, 0.19], [-0.14, 0.09, 0.03], [-0.58, -1.41, 0.62], [0.08, 1.26, -0.13], [0.16, -0.04, -0.19], [0.17, -0.22, 0.05], [0.33, -0.69, 0.67], [-0.29, 1.04, 0.28], [-0.13, -0.15, -0.11], [-0.19, 0.00, -0.15], [-1.01, -0.56, 0.39], [0.07, 0.31, -0.88], [0.82, -0.29, -0.26], [0.04, -0.01, 0.14], [0.85, 0.04, -0.43], [0.13, -0.20, 0.09], [0.00, -0.23, -0.02], [-0.84, -0.59, 0.35], [-0.74, 0.16, -0.51], [-0.03, -0.84, -0.83], [-0.41, -0.34, 0.86], [-0.32, 0.13, 0.96], [1.07, 0.58, 0.35], [0.13, 0.08, 0.20], [0.70, 0.76, 0.10], [0.13, 0.08, -0.21], [-0.30, 0.02, -0.05], [-0.70, -0.61, -0.76], [0.06, -0.53, 1.09], [-0.87, -0.55, 0.07], [-0.12, 0.07, 0.03], [0.40, 0.81, 0.71], [0.00, -0.03, 0.16], [0.87, -0.36, 0.12], [0.28, -1.12, -0.02], [0.71, 0.50, -0.69], [0.04, -0.48, -1.22], [-0.38, -1.04, 0.42], [0.19, 0.13, -0.11], [-0.60, 1.10, 0.07], [-0.07, 0.14, 0.19], [0.03, 0.13, 0.14], [-0.08, 0.13, 0.19], [0.54, -0.59, -0.34], [0.17, -0.01, 0.01], [0.15, 0.07, 0.17], [-0.57, -0.08, -0.67], [1.20, -0.92, 1.43], [0.95, 0.31, -0.74], [0.66, 0.77, -0.77], [0.17, -0.03, -0.05], [-0.39, 0.95, 0.39]],
  "gap_ev": 7.7,
  "largest_force_ev_per_a": 3.65,
  "smiles": "CCOC[C@](CC(=O)O)(OCCOC)[C@@](CCCSC(=S)N(c1ccccc1)c1ccccc1)(COC)OCB(O)O.O=C1OC[C@@H](F)O1.O=C1OC[C@@H](F)O1.O=C1OC[C@@H](F)O1.O=C1OC[C@@H](F)O1.O=C1OC[C@@H](F)O1.O=C1OC[C@@H](F)O1.O=C1OC[C@@H](F)O1.O=C1OC[C@@H](F)O1",
  "relative_energy_kcal_mol": 0.00,
  "e_lumo_ha": -0.004,
  "homo_energy_ev": -7.849
}



- Number 2 is which compound?
  C12H19FNO16PS3